[1]
A cluster of 13 separate species, C36H96N10O13 in total in a non-equilibrium geometry, computed with wB97M-V/def2-TZVPD.

ORCA input file:
```
! RIJCOSX wB97M-V def2-TZVPD def2/J DEFGRID3
* xyz 0 1
O 8.149 0.090 -0.926
O 3.826 4.010 -2.741
O 3.148 -0.063 -1.545
O 1.134 4.993 -6.305
O 2.771 -2.412 1.109
O -1.413 -0.557 -5.376
O 2.607 3.007 3.133
O 3.227 -2.923 -1.490
O -4.204 -2.266 -1.759
O -3.052 -1.242 4.941
O -0.938 1.858 -0.181
O 3.856 2.063 -4.591
O -4.486 1.111 -1.830
N -2.809 0.101 5.268
N -2.998 2.803 0.338
N -2.307 0.699 -2.378
N 5.026 0.830 -6.077
N -1.068 3.467 1.420
N 1.327 1.325 -1.829
N 1.356 -0.243 -0.125
N 4.616 -0.017 -3.946
N -3.915 -2.954 -0.572
N -3.963 0.335 -3.941
C -1.650 2.666 0.468
C -1.387 2.110 5.072
C 1.320 3.795 -5.541
C -4.800 -2.581 0.529
C -0.405 -0.141 5.312
C -2.477 -4.321 0.786
C 4.614 3.639 -1.641
C -1.532 -2.302 -0.402
C -3.650 0.726 -2.670
C -2.203 -4.348 -1.637
C -3.009 -3.652 2.031
C -4.870 0.775 4.062
C 2.794 -4.488 -3.281
C -4.872 0.257 6.486
C -3.769 2.324 5.728
C 6.735 0.325 -0.958
C 0.065 3.451 -4.755
C -6.274 -2.815 0.138
C -4.488 -3.354 1.828
C -0.205 -1.207 -4.975
C 1.002 -0.359 -5.311
C -1.578 0.641 4.708
C -4.060 0.876 5.356
C 3.486 0.806 3.092
C -2.556 -3.447 -0.448
C 2.444 1.728 2.485
C 3.808 -3.561 -2.627
C -4.579 -1.085 0.868
C 1.337 -2.730 3.037
C -2.651 2.936 4.910
C -1.491 0.515 3.177
C 2.257 -3.364 2.029
C 4.445 1.007 -4.835
C 6.280 1.235 0.175
C 4.694 4.800 -0.689
C 2.026 0.367 -1.151
H 3.368 -1.960 -1.516
H 1.761 1.873 -2.551
H -5.451 -0.652 1.356
H 6.419 2.280 -0.100
H 3.466 -0.205 2.675
H 4.210 2.740 -1.160
H -0.222 4.279 -4.102
H 4.104 0.015 -3.046
H -2.954 3.008 3.857
H -5.729 1.449 4.130
H 5.629 3.354 -1.959
H -5.219 -0.757 6.299
H -1.436 -1.789 -1.362
H -2.027 -3.893 -2.612
H 0.384 1.494 -1.516
H 2.182 -3.982 -4.028
H 6.527 0.961 1.197
H 1.963 -0.816 -5.055
H 1.701 -4.142 1.487
H 1.812 -1.944 3.631
H -1.989 1.004 -1.458
H -5.694 0.893 6.827
H 4.494 1.211 3.011
H -0.822 3.281 -5.377
H 8.331 -0.329 -0.079
H -4.904 0.479 -4.258
H 1.018 -3.420 3.825
H 5.207 4.570 0.248
H -3.269 0.105 -4.631
H 1.844 -0.956 0.411
H -4.507 -0.532 -0.071
H 0.970 5.684 -5.653
H -1.281 -4.887 -1.399
H 3.368 -5.209 -3.879
H -3.808 -1.388 -1.604
H -3.502 3.541 0.792
H 6.176 -0.621 -0.868
H -5.258 -0.242 3.983
H -0.288 -1.524 -3.939
H -6.329 -2.925 -0.942
H 1.651 3.008 -6.215
H -2.193 1.146 2.636
H -4.339 0.981 3.135
H -0.607 -0.290 6.373
H -6.628 -3.726 0.621
H 2.203 -5.054 -2.566
H 2.106 3.945 -4.796
H -1.670 0.343 -3.067
H -2.643 -1.734 5.663
H -1.620 -0.529 2.886
H -5.096 -4.257 1.920
H -3.715 -0.987 1.521
H 3.098 -3.883 2.508
H 4.704 -4.122 -2.346
H -0.601 2.583 4.480
H 0.976 0.602 -4.790
H -4.254 0.196 7.391
H -2.477 -2.744 2.328
H -4.654 2.919 5.475
H 3.704 5.109 -0.355
H 6.461 0.712 -1.937
H 3.257 0.661 4.151
H -3.534 2.294 -0.372
H 0.532 0.363 5.078
H -0.484 0.785 2.845
H -0.533 -2.687 -0.167
H -0.334 -1.142 4.876
H 5.109 1.671 -6.614
H 1.469 1.325 2.782
H 0.472 0.079 0.234
H -0.076 3.313 1.480
H 5.181 1.159 0.129
H -0.063 -2.103 -5.595
H 5.241 5.603 -1.183
H 5.556 -0.012 -6.172
H 1.133 -0.125 -6.372
H 0.437 -2.375 2.530
H -1.479 -4.746 0.934
H -2.444 3.970 5.201
H 5.129 -0.821 -4.247
H -3.614 2.418 6.804
H -3.081 -5.223 0.623
H 3.849 3.326 -3.440
H -1.505 4.151 2.002
H -4.784 -2.709 2.662
H -1.753 -1.534 0.348
H 2.406 3.698 2.499
H 2.976 -2.865 0.262
H -1.320 -0.282 -6.293
H -1.093 2.141 6.128
H -3.031 -5.054 -1.738
H 2.582 1.826 1.407
H -2.888 -4.332 2.881
H 0.153 2.522 -4.188
H -6.913 -2.009 0.492
H 4.103 -2.795 -3.353
*
```

Computed properties:
**Max |F|**: 2.249 eV Å⁻¹
**Calculated total energy**: -80409.4286 eV

=====

[2]
A cluster of 12 separate species, C36H96O12 in total in a non-equilibrium geometry, computed with wB97M-V/def2-TZVPD.

ORCA input file:
```
! RIJCOSX wB97M-V def2-TZVPD def2/J DEFGRID3
* xyz 0 1
O 0.341 2.884 -4.934
O 5.495 -1.258 0.353
O 3.635 0.362 1.576
O 0.082 2.920 5.437
O -2.191 -3.331 -0.848
O -0.362 -1.078 3.148
O -3.049 -0.768 4.215
O -0.428 -0.614 -4.190
O -0.273 -4.855 0.513
O -3.073 0.220 -3.127
O -2.566 6.584 -0.740
O -0.816 -1.156 0.358
C -4.147 -2.611 0.364
C 2.625 0.085 3.661
C -2.272 5.326 -1.316
C 1.886 -0.957 -4.946
C -0.887 -3.347 3.792
C 0.014 3.484 4.146
C -1.176 5.495 -2.374
C -0.393 4.985 4.082
C 4.516 1.629 3.449
C 0.131 -2.814 -5.045
C 1.610 -6.203 0.956
C -5.301 -0.383 3.661
C -4.322 -3.089 -2.086
C 0.398 -1.277 -5.124
C -1.029 2.562 3.553
C 0.674 -6.276 -1.302
C 0.174 -0.447 -0.369
C 0.912 -5.361 -0.093
C 0.263 -1.885 5.352
C 7.727 -1.584 0.969
C 0.421 0.907 0.314
C -3.728 0.997 -4.146
C -3.434 -2.589 -0.963
C -3.067 2.294 -4.383
C 1.543 -1.175 -0.541
C -3.420 0.447 2.127
C -1.898 4.397 -0.212
C 3.258 1.073 2.726
C 0.096 -2.247 3.853
C 1.742 3.202 -4.968
C 2.206 4.494 -5.615
C 2.343 3.191 -3.514
C 6.350 -2.151 1.120
C 5.873 -2.342 2.583
C -5.143 1.280 -3.722
C -3.940 0.191 3.624
H -3.627 0.373 -5.089
H -0.538 1.342 0.503
H 0.363 5.589 4.585
H -4.745 -3.535 0.648
H -1.929 2.477 4.180
H 4.268 2.285 4.325
H 2.511 -6.712 0.663
H 6.394 -3.160 0.637
H 7.792 -0.586 1.443
H -2.328 0.519 2.106
H 1.610 -4.568 -0.434
H 1.715 4.667 -6.581
H 8.442 -2.302 1.397
H -3.623 2.924 -5.157
H 1.022 -2.519 5.738
H -5.188 2.142 -3.034
H -2.092 3.323 -0.425
H 2.117 2.238 -3.037
H 2.310 0.665 4.490
H 2.511 1.876 2.428
H 2.493 -1.686 -4.394
H 5.202 2.227 2.786
H -1.101 -4.780 -0.013
H 7.927 -1.393 -0.083
H 3.412 3.322 -3.419
H -1.054 -3.727 2.757
H -4.916 -1.798 0.511
H 0.691 -3.229 -4.231
H 2.291 -0.995 -5.987
H 0.086 -7.093 -0.837
H 0.494 -0.824 5.433
H -1.388 5.103 4.583
H -2.857 7.177 -1.434
H 0.956 -6.901 1.478
H -3.431 -2.531 1.231
H -3.198 -1.537 -1.243
H -1.121 -1.911 -0.174
H 5.001 -0.746 0.978
H -2.915 2.910 -3.437
H -1.389 2.888 2.619
H 5.417 -1.418 2.943
H -0.975 -2.998 -5.105
H -5.753 1.456 -4.625
H -0.434 6.134 -1.869
H 1.776 -1.457 0.451
H 5.124 -3.062 2.691
H -5.224 -2.484 -2.218
H 0.090 -5.867 -2.132
H 6.709 -2.541 3.282
H -0.624 -4.223 4.492
H 0.947 3.361 3.586
H 0.612 -3.122 -6.000
H 1.611 -6.712 -1.693
H -0.139 0.296 -4.112
H -2.133 -0.517 4.000
H -1.844 -2.923 4.229
H 1.362 -2.077 -1.202
H -5.556 0.410 -3.181
H -6.020 0.307 3.129
H -4.690 -4.092 -1.828
H -0.565 1.606 3.520
H -2.542 4.645 0.632
H -3.834 1.317 1.664
H -0.376 -0.120 -1.303
H 1.074 -2.571 3.352
H -3.783 -0.443 1.612
H 2.251 2.339 -5.372
H -1.546 6.052 -3.233
H 1.888 -5.421 1.792
H -0.505 -1.248 2.205
H -2.086 2.245 -4.797
H -1.733 -3.469 -1.703
H 1.797 -0.329 3.180
H -3.728 -3.091 -2.983
H -0.662 -1.981 5.858
H -3.838 1.080 4.197
H 0.902 0.671 1.280
H -5.339 -1.331 3.141
H 0.090 -0.859 -6.090
H -3.201 5.013 -1.865
H 1.863 3.968 -2.925
H -2.260 -0.190 -3.505
H 1.052 1.586 -0.289
H 4.046 0.899 0.926
H 2.086 5.289 -4.954
H 5.118 0.764 3.886
H 3.487 -0.629 3.968
H -0.671 4.531 -2.622
H -5.650 -0.570 4.687
H 1.979 0.045 -4.599
H 0.653 3.580 5.902
H -0.467 5.252 3.056
H -0.135 3.660 -4.568
H 3.286 4.520 -5.803
H 2.333 -0.532 -0.978
H -0.809 4.529 0.007
*
```

Computed properties:
**Max |F|**: 3.747 eV Å⁻¹
**Calculated total energy**: -63456.1019 eV
**SMILES**: CC(C)O.CC(C)O.CC(C)O.CC(C)O.CC(C)O.CC(C)O.CC(C)O.CC(C)O.CC(C)O.CC(C)O.CC(C)O.CC(C)O

=====

[3]
A cluster of 8 separate species, C36H98N8O9 in total in a non-equilibrium geometry, computed with wB97M-V/def2-TZVPD.

ORCA input file:
```
! RIJCOSX wB97M-V def2-TZVPD def2/J DEFGRID3
* xyz 6 1
O 0.735 -0.681 -2.092
O -4.107 -3.574 -9.131
O 1.161 5.167 3.432
O 1.401 1.311 -1.394
O -5.968 -1.495 -1.329
O -5.900 9.097 -4.633
O 8.577 -1.067 7.438
O 5.677 6.277 -3.347
O 0.586 1.022 -3.311
N 5.746 -0.306 6.153
N -2.330 -2.403 -7.330
N 5.474 8.759 -2.124
N 0.882 0.537 -2.220
N 0.735 -12.209 1.286
N -3.065 7.733 -5.095
N -0.409 6.330 6.058
N -5.256 -2.921 1.407
C -2.491 7.073 -3.805
C 1.636 -9.969 0.409
C -6.081 -2.315 2.558
C 0.838 -10.641 1.465
C 1.468 -8.458 0.398
C 1.096 6.747 6.170
C 4.831 5.470 -4.164
C 5.093 6.305 -2.080
C 0.241 -12.735 -0.041
C -5.085 -4.461 -9.552
C 7.192 -0.331 5.617
C 5.715 7.739 0.020
C -1.163 7.440 5.456
C -4.619 -1.791 0.525
C 4.782 -0.538 4.918
C -0.114 -12.750 2.455
C 5.435 1.113 6.557
C -2.943 9.351 -5.051
C -5.569 7.670 -4.474
C -0.264 5.222 3.672
C -0.910 5.977 7.456
C -5.617 -0.790 -0.187
C -2.837 -0.535 -8.931
C -4.448 7.184 -5.454
C -3.445 -1.483 -7.873
C 0.392 -14.196 2.576
C 2.129 -12.832 1.608
C 1.889 -14.200 2.218
C -2.157 7.232 -6.205
C -0.592 5.025 5.157
C -4.061 -3.685 2.010
C 5.976 7.497 -1.459
C 5.569 -1.376 7.215
C 8.337 -0.009 6.536
C -4.617 -2.408 -8.401
C -6.055 -3.947 0.682
H -6.889 -3.376 0.274
H 6.172 6.864 0.482
H 1.264 4.585 2.675
H 7.039 7.409 -1.684
H 2.386 -14.323 3.180
H -4.790 7.488 -6.444
H -2.551 5.984 -3.792
H -5.861 -4.030 -10.184
H -0.916 6.977 7.890
H -1.650 4.792 5.279
H 5.021 -1.519 4.505
H -2.345 -1.051 -9.755
H 2.083 -15.052 1.567
H -0.736 6.051 3.146
H 2.719 -12.651 0.710
H -4.031 -1.224 1.246
H -0.131 4.159 5.632
H 0.966 -12.479 -0.814
H -1.611 -2.444 -8.038
H -3.502 0.249 -9.293
H -1.174 7.672 -6.041
H 2.615 -12.296 2.423
H -2.028 -2.175 -6.394
H -3.547 -4.279 1.256
H -5.077 0.138 -0.376
H 8.333 1.012 6.918
H -0.237 -14.756 1.883
H -2.168 7.047 5.305
H -1.897 9.641 -4.952
H -0.005 -12.200 3.389
H -0.232 5.303 7.979
H -1.419 7.264 -3.762
H -6.586 -0.517 0.230
H 2.713 -10.123 0.472
H -5.377 -1.938 -9.026
H -6.329 -4.786 1.322
H -5.551 -5.076 -8.782
H 6.064 -2.331 7.039
H -1.947 5.645 7.414
H -3.570 9.633 -4.204
H -0.683 4.322 3.221
H 7.175 0.419 4.827
H 1.724 -8.012 1.359
H 4.071 6.653 -1.929
H -3.063 7.511 -2.988
H -6.938 -1.808 2.113
H -4.391 6.097 -5.404
H 1.242 -10.409 2.451
H -2.030 0.022 -8.453
H -3.398 -2.911 2.396
H -6.482 -2.944 3.352
H 6.203 8.643 0.387
H 5.996 -0.915 8.105
H 5.123 5.403 -5.213
H 1.426 -10.370 -0.583
H -5.299 -4.319 -0.009
H 5.308 5.442 -1.450
H 9.293 0.011 6.013
H -0.759 -12.358 -0.255
H 4.675 9.148 -1.644
H 4.449 1.320 6.974
H -5.499 -1.539 3.055
H -6.775 9.225 -4.260
H 4.768 4.478 -3.716
H 5.195 8.758 -3.095
H -2.486 7.753 -7.104
H 3.796 5.802 -4.244
H 2.216 -8.049 -0.281
H -3.865 -2.180 -0.159
H -1.141 -12.706 2.093
H 4.970 0.221 4.159
H 3.781 -0.482 5.345
H 4.518 -1.585 7.416
H -0.814 7.787 4.483
H 6.101 1.231 7.412
H -0.197 -10.303 1.515
H 1.665 5.832 6.333
H -4.390 -4.319 2.834
H -3.360 9.813 -5.946
H 0.499 -8.087 0.064
H -5.163 -2.908 -7.601
H 0.143 -13.820 -0.020
H -2.651 -3.360 -7.301
H 1.301 7.362 5.294
H 1.241 7.341 7.073
H 7.407 -1.239 5.053
H -5.511 7.248 -3.470
H 0.185 -14.388 3.629
H -3.700 -0.953 -6.956
H 6.262 9.387 -2.049
H -6.468 7.180 -4.846
H -6.373 -0.893 -1.957
H 9.488 -0.932 7.710
H -2.023 6.151 -6.161
H -4.571 -5.151 -10.221
H 4.672 7.899 0.296
H 5.593 1.783 5.712
H -1.162 8.241 6.196
*
```

Computed properties:
**Max |F|**: 4.886 eV Å⁻¹
**Calculated total energy**: -69203.2185 eV